Record 1
62
Properties=species:S:1:pos:R:3:forces:R:3 method="wB97M-V/def2-TZVPD" max_force_ev_per_a=0.63 e_above_lowest_kcal_mol=7.0 gap_ha=0.295 energy_ev=-151714.381 homo_ev=-8.4
H -1.2555 -2.0862 -0.5382 0.0 0.0 0.0
C 3.0205 -2.1147 3.9529 0.0 0.0 0.1
Cl 1.6172 -0.7912 5.8446 0.0 0.0 0.0
C -5.3988 -2.6861 -0.9490 0.0 0.0 0.0
H 4.0845 1.0968 -0.9496 0.0 0.0 0.0
H -6.3177 -2.6807 -0.3754 0.0 0.0 0.0
C -2.6532 3.3258 0.8379 0.0 0.0 0.0
H 1.0263 3.1244 -1.9744 0.0 0.0 0.0
C -4.8487 -1.4954 -1.3798 0.0 0.0 0.0
O 1.3167 0.0435 0.8809 0.3 -0.2 0.0
H -2.1462 -2.7045 -3.0297 0.0 0.0 0.0
H -3.1199 -4.8393 -2.2477 0.0 0.0 0.0
Cl 0.2980 0.7842 3.4864 0.0 0.0 0.0
H -6.2793 -5.0861 -0.5250 0.0 0.0 0.0
H 4.8318 5.1352 2.0679 0.0 0.0 0.0
N 5.1323 4.4970 1.3511 -0.1 0.0 0.0
H -1.3691 -1.2553 1.0210 0.0 0.0 0.0
C 2.7849 -1.6750 1.5941 -0.1 0.1 0.0
N -1.9422 0.3955 -1.3937 -0.2 0.2 0.0
N 1.2054 2.2927 -0.1905 0.0 0.0 0.0
C 2.0694 -1.1325 4.2234 0.0 0.0 0.0
Cl 4.5436 -3.5951 2.2841 0.0 0.0 0.0
C -3.6750 -1.5094 -2.1216 0.1 0.0 0.0
N -5.3068 -5.0925 -0.7819 0.0 0.0 0.0
H 5.4880 4.9069 0.5019 0.0 0.0 0.0
H 2.2006 2.0520 -0.1933 0.0 0.0 0.0
N 1.0235 3.4678 -1.0160 0.0 0.0 0.0
Cl 3.7514 -2.9866 5.2423 0.0 0.0 0.0
C -4.7818 -3.9038 -1.2530 0.0 0.0 0.0
H 0.0799 -2.1877 0.6159 0.0 0.0 0.0
C -3.0523 -2.7116 -2.4374 0.0 0.0 0.0
O 0.3955 -0.9901 -2.2748 -0.1 -0.3 -0.4
H 1.0714 2.5798 0.7774 0.0 0.0 0.0
O -2.1412 -0.2879 -3.7890 0.0 0.0 0.0
O 2.1390 0.4271 -1.8485 0.0 0.0 0.0
N 4.7608 2.5741 0.2070 0.0 0.0 0.1
Cl 3.1949 -1.9873 -0.0441 0.0 0.0 0.0
C -2.2351 1.3980 -0.5595 -0.1 -0.1 -0.3
H -5.3344 -0.5535 -1.1608 0.0 0.0 0.0
S -3.4589 2.6130 -0.5373 0.0 0.0 0.2
H -0.8716 2.8868 1.9816 0.0 0.0 0.0
H 5.6690 2.7341 -0.2065 0.0 0.0 0.0
C -3.6019 -3.9003 -2.0045 0.0 0.0 0.0
C -1.5373 2.6545 1.1648 0.0 0.0 0.1
H 4.6509 0.5941 0.5399 0.0 0.0 0.0
S 1.1768 0.1472 -2.9789 0.0 0.0 -0.1
S 3.3250 2.9020 2.4528 0.0 0.0 -0.1
C -0.6902 -1.5290 0.2066 -0.1 0.0 0.1
O -3.9643 1.0035 -2.6719 0.0 0.0 0.0
C 1.8403 -0.6788 1.8549 -0.1 0.1 0.1
H -3.0641 4.1901 1.3315 0.0 0.0 0.0
C 1.4849 -0.4255 3.1820 0.0 0.0 -0.1
H 0.0687 3.7814 -0.8553 0.0 0.0 0.0
H -5.0209 -5.9307 -1.2588 0.0 0.0 0.0
Ta 0.1707 0.2687 -0.6676 0.0 0.4 0.5
S -2.9411 -0.0112 -2.6427 0.0 -0.1 -0.1
N -1.3028 1.5380 0.3810 -0.1 0.1 -0.1
C 3.3736 -2.3851 2.6345 0.0 0.0 0.0
C 4.4260 3.3365 1.2828 0.0 0.0 0.0
O 1.7117 -0.1396 -4.2527 0.0 0.0 0.0
N 4.1657 1.3258 0.0327 0.0 0.0 0.0
O 0.2112 1.2761 -2.8249 0.1 0.0 0.0

***

Record 2
8
Properties=species:S:1:pos:R:3:forces:R:3 method="wB97M-V/def2-TZVPD" max_force_ev_per_a=3.97 e_above_lowest_kcal_mol=86.2 gap_ha=0.428 energy_ev=-7352.933 homo_ev=-10.6 smiles=CONF
N 1.5074 -0.5702 0.4010 1.1 1.0 0.0
H 2.2532 -1.2397 0.2164 -0.9 -0.9 -0.3
C -0.4850 0.2760 -0.1273 3.3 1.7 1.3
H 0.1051 1.2300 -0.3234 -1.4 -0.6 0.4
H -0.5474 0.1450 0.9690 -0.8 0.3 -0.6
F 2.4265 0.5050 -0.1430 -0.5 0.1 0.2
H -1.3647 0.2805 -0.7156 -0.7 -0.7 -0.5
O 0.5249 -0.6981 -0.5034 -0.1 -0.9 -0.5

***

Record 3
32
Properties=species:S:1:pos:R:3:forces:R:3 method="wB97M-V/def2-TZVPD" max_force_ev_per_a=3.52 gap_ha=0.329 energy_ev=-36867.427 homo_ev=-8.6
H 0.8285 2.3414 -3.6875 -0.9 0.3 0.3
H -0.1503 3.4619 0.2554 -0.2 -0.4 -0.3
H -2.9920 -1.6619 1.6325 -0.7 0.3 0.4
H 1.3846 2.6491 -5.2277 0.8 -1.1 -0.5
O -0.3566 -2.4407 2.1938 0.2 -0.5 -0.3
H 0.4185 -2.7659 5.0258 0.0 0.3 -1.0
H 1.0582 3.6387 1.4327 0.0 -0.6 0.7
H -0.8449 -3.3890 5.8970 -0.7 0.0 -0.1
H -1.9134 -0.3184 1.6785 0.7 -0.5 0.0
H -0.2485 2.6356 -5.1910 -0.8 -0.8 0.7
H -0.2584 2.2520 1.5556 0.3 0.6 0.7
S 0.5738 0.2160 -4.6766 1.1 1.1 -3.0
H -0.3468 -4.2932 4.4997 0.0 0.2 -0.3
C -0.0342 0.4372 -0.0715 0.6 0.4 -0.2
S 1.4155 1.6547 0.0165 -2.2 0.8 -2.6
H 2.9720 0.6054 -4.5809 -0.1 0.0 0.1
O 0.6958 -0.2505 -6.1517 -0.2 0.5 2.7
N -1.5650 -2.5569 4.0749 0.5 -0.8 1.8
H -1.0181 0.8970 -0.1647 0.2 0.7 0.5
H 2.3889 0.2484 -2.9025 -0.5 0.8 -0.1
C -0.5279 -3.2805 4.8598 -0.6 -0.1 0.5
C 0.5834 2.1086 -4.7238 0.9 -0.2 0.5
C 0.4207 2.8800 0.9790 0.3 -0.2 -0.9
O 1.4904 2.2492 -1.4101 0.3 -0.8 2.1
H -2.3859 -2.2271 4.5623 0.3 -0.1 -0.1
C -1.3584 -2.1486 2.8206 1.4 1.7 -0.6
H 2.5552 -1.0143 -3.9694 -0.3 -0.2 -0.7
C 2.2730 0.0386 -3.9659 0.0 -0.4 0.1
H -2.7438 -0.5484 3.1344 -0.8 -0.4 -0.1
C -2.3278 -1.1125 2.2997 -0.3 0.0 -0.1
H 0.0398 -0.1911 0.8162 -0.1 -0.2 -0.2
H -0.0265 -0.1148 -1.0114 0.9 -0.3 0.2

***

Record 4
63
Properties=species:S:1:pos:R:3:forces:R:3 method="wB97M-V/def2-TZVPD" max_force_ev_per_a=0.64 e_above_lowest_kcal_mol=0.0 gap_ha=0.216 energy_ev=-80355.553 total_charge=-2 homo_ev=-1.9
C -1.7856 2.3204 1.8342 0.0 0.0 0.0
O 0.8220 1.1317 -1.2982 0.0 -0.1 0.0
C -1.4227 2.1513 -4.5506 0.0 0.0 0.0
H -2.3893 -0.8661 -2.3536 0.0 -0.1 0.1
H -1.1495 2.9801 -5.1923 0.0 0.0 0.0
H -2.3976 1.2222 4.5882 0.0 0.0 0.0
O -0.8045 -2.4937 -0.6251 -0.3 -0.4 -0.4
H 1.7754 2.1207 4.3808 0.0 0.0 0.0
H 4.0498 -3.8694 -4.4127 0.0 0.0 0.0
H 1.6021 3.3729 6.5131 0.0 0.0 0.0
C -2.6081 0.1381 0.4611 -0.1 0.0 0.0
H 4.2821 -3.7474 -2.6452 0.0 0.0 0.0
C 0.8295 2.1886 4.9106 0.0 0.1 0.0
N 2.9384 -2.4047 -3.4592 0.1 -0.1 0.0
N 1.4632 -0.4995 3.8881 0.1 0.2 -0.4
O -0.7371 -4.7524 -0.5726 0.0 0.0 0.0
C -1.2544 1.0525 2.0573 0.2 0.0 0.1
C -0.2962 1.5755 4.3623 0.0 0.0 0.0
H -1.4098 3.1660 2.3949 0.0 0.0 0.0
C -1.6241 2.3959 6.2091 0.0 0.0 0.0
F -1.6835 -4.3033 -3.2075 0.0 0.0 0.0
Na 0.4593 -1.1140 0.3815 0.4 0.5 0.2
C -0.4998 3.0001 6.7538 0.0 0.0 0.0
H -0.5754 3.5535 7.6831 0.0 0.0 0.0
S 3.5089 0.9646 2.8477 0.0 0.0 0.0
N -1.6612 -0.0170 1.3762 0.0 0.0 0.0
H 2.5932 -2.1114 -5.5683 0.0 0.0 0.0
C 2.7251 -0.1856 3.8488 -0.1 0.0 0.1
C -3.2103 1.3547 0.1822 0.0 0.0 0.0
C -0.7092 -3.6437 -1.1029 -0.1 -0.1 0.2
N 3.4968 -0.8373 4.8248 0.0 -0.1 0.0
H 0.1596 2.4583 -3.0994 0.0 0.0 0.0
C -0.6945 1.8689 -3.3978 0.0 0.0 0.0
C 0.7211 2.8967 6.0985 0.0 0.0 0.0
C -0.2004 0.8162 3.0885 -0.1 -0.1 -0.1
C -1.0710 0.7976 -2.5885 -0.1 0.0 0.0
H 2.9305 -1.2090 5.5748 0.0 0.0 0.0
F 0.4726 -4.4773 -3.0570 -0.1 0.0 0.0
C 1.8924 -0.5964 -4.1115 -0.1 0.0 0.0
N 1.9807 -0.5971 -2.7431 0.1 0.2 0.1
C -2.7741 2.4698 0.8780 0.0 0.0 0.0
H 2.8096 -4.4851 -3.2848 0.1 0.0 0.0
O -0.4547 0.4801 -1.4420 0.1 0.0 -0.2
C -1.5203 1.6935 5.0158 0.0 0.0 0.0
C 2.4850 -1.7191 -4.5725 0.0 0.0 0.0
C -2.1653 0.0016 -2.9555 0.1 0.1 0.0
C 3.5556 -3.7072 -3.4544 0.0 -0.1 0.0
F -0.4432 -2.5371 -3.2779 0.0 0.0 0.0
H -2.5828 2.4696 6.7093 0.0 0.0 0.0
C -2.5029 1.3660 -4.8788 0.0 0.0 0.0
H -2.8747 -0.7589 -0.0829 0.0 -0.1 0.0
H 4.2796 -0.2799 5.1229 0.0 0.0 0.0
N 0.6783 -0.0740 2.8320 0.0 -0.1 0.2
C -0.5785 -3.7197 -2.6646 0.0 0.0 0.0
C 2.6225 -1.7069 -2.3303 -0.1 0.1 0.0
H -3.7187 -0.3301 -4.4072 0.0 0.0 0.0
H 1.5541 0.2105 -2.0592 -0.1 -0.1 0.0
H -3.1887 3.4489 0.6683 0.0 0.0 0.0
S 2.9899 -2.1676 -0.7429 0.0 0.0 0.0
C -2.8852 0.2888 -4.1005 0.0 0.0 0.0
H -3.9649 1.4246 -0.5900 0.0 0.0 0.0
F -3.2119 1.6462 -6.0179 0.0 0.0 0.0
H 1.3726 0.1850 -4.6392 0.0 0.0 0.0

***

Record 5
48
Properties=species:S:1:pos:R:3:forces:R:3 method="wB97M-V/def2-TZVPD" max_force_ev_per_a=1.18 e_above_lowest_kcal_mol=1.0 gap_ha=0.304 energy_ev=-54832.336 homo_ev=-8.1 smiles="Cc1ccc(/C=N/NC(=O)CSc2nc3ccccc3c(=O)n2-c2ccccc2)s1"
H 1.0261 -0.5272 -0.9471 -0.1 0.0 0.0
H -0.1303 0.9839 3.5871 0.0 0.2 -0.1
H -1.5661 -5.3000 1.1309 0.0 -0.1 0.0
C 0.4746 1.4493 2.8105 0.0 -0.4 0.0
N 0.2206 2.1761 0.5320 1.1 -0.1 -0.3
C 4.2221 -1.5427 -1.3941 0.1 0.0 0.0
H -0.1934 4.0530 -6.0797 0.0 0.1 -0.2
C -3.0050 -4.4865 2.5072 0.0 -0.1 -0.1
N 0.9419 -2.1284 1.1394 0.0 -0.3 -0.1
C -1.0024 -3.3606 1.8111 -0.4 0.1 0.3
H 5.2373 -2.9764 -0.1719 0.1 0.0 0.0
C 2.0701 -1.9291 0.2890 0.4 0.0 -0.4
C 3.0417 -0.8518 -1.6140 0.0 0.1 0.0
S 1.6508 0.2115 2.1862 0.4 0.3 0.3
N -0.5118 -1.1745 2.7202 0.2 0.4 0.0
H 1.3945 3.1424 -4.2364 0.2 -0.1 0.0
N -0.3816 2.6246 -0.5801 -0.6 0.3 -0.5
C -2.9400 4.5850 -5.3941 -0.1 0.0 0.1
C 0.3075 2.7333 -1.6464 0.6 -0.4 0.9
C 3.2446 -2.6291 0.5103 -0.2 0.1 0.0
H 2.9590 -0.1690 -2.4467 0.0 0.1 -0.1
C -3.3396 -3.3931 3.3057 0.0 0.1 0.0
C 1.9592 -1.0459 -0.7768 0.0 -0.2 0.0
C -0.4398 1.9890 1.7102 0.0 -0.1 0.3
H 1.2152 1.9289 0.4890 -0.5 0.0 0.0
O 0.5938 -4.1900 0.2491 -0.1 0.0 0.0
O -1.6027 2.2287 1.9005 -0.2 0.1 0.0
H 1.0751 2.2570 3.2301 0.0 0.0 0.0
C 0.5474 -1.1560 2.0062 -0.4 0.6 0.5
C -2.5194 -2.2900 3.3695 0.0 -0.1 -0.1
C -1.8472 -4.4712 1.7630 0.0 0.0 0.0
C 0.3554 3.3683 -4.0733 0.0 -0.2 0.8
C -0.2680 3.2047 -2.8604 -0.5 0.4 -0.9
H -4.2533 -3.4140 3.8811 -0.1 0.0 0.0
C -1.7774 4.0739 -4.6226 0.2 -0.1 0.3
H -2.7634 -1.4349 3.9791 0.0 0.1 0.1
H 3.3065 -3.3247 1.3328 0.0 -0.1 0.1
H -2.6434 4.8074 -6.4163 0.0 0.0 0.0
C -1.3369 -2.2632 2.6247 -0.1 -0.7 -0.3
H -3.7415 3.8473 -5.4124 -0.1 0.0 -0.1
C 4.3205 -2.4315 -0.3375 0.1 0.0 0.0
H 5.0640 -1.3928 -2.0531 0.1 0.0 -0.1
H -3.6589 -5.3446 2.4719 0.0 -0.1 0.0
C -0.5037 3.8608 -5.0678 -0.5 0.2 -0.1
H 1.3754 2.4723 -1.6787 -0.1 0.0 0.1
H -3.3353 5.4907 -4.9359 -0.1 0.1 -0.1
S -1.9411 3.6650 -2.9477 0.5 0.0 -0.4
C 0.2103 -3.3231 1.0020 0.0 -0.1 -0.1

***

Copy entry 2 word for word.
8
Properties=species:S:1:pos:R:3:forces:R:3 method="wB97M-V/def2-TZVPD" max_force_ev_per_a=3.97 e_above_lowest_kcal_mol=86.2 gap_ha=0.428 energy_ev=-7352.933 homo_ev=-10.6 smiles=CONF
N 1.5074 -0.5702 0.4010 1.1 1.0 0.0
H 2.2532 -1.2397 0.2164 -0.9 -0.9 -0.3
C -0.4850 0.2760 -0.1273 3.3 1.7 1.3
H 0.1051 1.2300 -0.3234 -1.4 -0.6 0.4
H -0.5474 0.1450 0.9690 -0.8 0.3 -0.6
F 2.4265 0.5050 -0.1430 -0.5 0.1 0.2
H -1.3647 0.2805 -0.7156 -0.7 -0.7 -0.5
O 0.5249 -0.6981 -0.5034 -0.1 -0.9 -0.5

***

Repeat the second record exactly.
8
Properties=species:S:1:pos:R:3:forces:R:3 method="wB97M-V/def2-TZVPD" max_force_ev_per_a=3.97 e_above_lowest_kcal_mol=86.2 gap_ha=0.428 energy_ev=-7352.933 homo_ev=-10.6 smiles=CONF
N 1.5074 -0.5702 0.4010 1.1 1.0 0.0
H 2.2532 -1.2397 0.2164 -0.9 -0.9 -0.3
C -0.4850 0.2760 -0.1273 3.3 1.7 1.3
H 0.1051 1.2300 -0.3234 -1.4 -0.6 0.4
H -0.5474 0.1450 0.9690 -0.8 0.3 -0.6
F 2.4265 0.5050 -0.1430 -0.5 0.1 0.2
H -1.3647 0.2805 -0.7156 -0.7 -0.7 -0.5
O 0.5249 -0.6981 -0.5034 -0.1 -0.9 -0.5